# 1
This record from the Open Molecules 2025 dataset describes 2 unconnected molecules or ions with the total composition C6H10 at a distorted geometry. The level of theory is the ωB97M-V functional and the def2-TZVPD basis.

The LUMO energy is -0.640 eV. Its highest occupied orbital energy is -8.42 eV.

Positions of all 16 atoms, in Å:
C: -2.03967 -0.73852 0.42363
C: -0.57593 -1.01591 0.06083
C: 0.16210 0.17518 -0.24852
C: -0.32380 1.33083 -0.81211
C: 2.71165 0.57383 -0.47227
C: 1.62083 0.03647 0.13973
H: -2.13331 0.28528 0.78777
H: -2.67999 -0.75455 -0.52209
H: -2.60735 -1.38046 1.13337
H: -0.64036 -1.36832 2.03365
H: -0.37020 -1.99841 -0.38812
H: -1.27308 1.32753 -1.31042
H: 0.17558 2.27928 -0.55836
H: 3.70000 0.39241 -0.08393
H: 2.58138 1.24992 -1.30997
H: 1.69215 -0.39455 1.12679

=====

# 2
This record from the Open Molecules 2025 dataset describes a single C6H10 molecule at a distorted geometry. The level of theory is the ωB97M-V functional and the def2-TZVPD basis.

Its SMILES is C=C(C)C(=C)C. The LUMO energy is 0.497 eV. Its highest occupied orbital energy is -7.98 eV.

Positions of all 16 atoms, in Å:
C: 0.13006 -1.28053 1.46889
C: -0.30265 -0.35409 0.56782
C: -1.90903 -0.23431 0.48506
C: 0.68845 0.38409 -0.29083
C: 2.03829 0.40272 -0.09300
C: 0.14381 0.81051 -1.64845
H: 1.14838 -1.19443 1.82601
H: -0.22345 -2.22553 1.72628
H: -2.45079 -1.06555 -0.02160
H: -2.26430 0.03722 1.43826
H: -2.18216 0.66893 0.04670
H: 2.88328 0.55684 -0.74275
H: 2.30194 0.79203 0.99836
H: -0.33010 1.81209 -1.73731
H: 1.06043 0.73996 -2.40551
H: -0.73216 0.15004 -1.61792

=====

# 3
This record from the Open Molecules 2025 dataset describes a single C6H10 molecule at a distorted geometry. The level of theory is the ωB97M-V functional and the def2-TZVPD basis.

Its SMILES is C1C[C@@H]2C[C@@H]2C1. The LUMO energy is 1.230 eV. Its highest occupied orbital energy is -9.18 eV.

Positions of all 16 atoms, in Å:
C: 1.24732 -0.31525 0.48949
C: 0.94317 0.99759 -0.27735
C: -0.52755 0.86514 -0.64848
C: -1.45129 0.61926 0.50540
C: -1.01505 -0.54208 -0.31089
C: 0.21011 -1.34604 0.01193
H: 1.12085 -0.15761 1.56529
H: 2.27315 -0.65370 0.32973
H: 1.55877 1.09836 -1.17790
H: 1.18078 1.87484 0.34864
H: -0.84203 0.87487 -1.67422
H: -0.98929 0.66674 1.48802
H: -2.48478 0.94431 0.47941
H: -1.78416 -0.97423 -0.95300
H: 0.00755 -2.12833 0.74209
H: 0.55245 -1.82387 -0.91817

=====

# 4
This record from the Open Molecules 2025 dataset describes 2 unconnected molecules or ions with the total composition C6H10. The level of theory is the ωB97M-V functional and the def2-TZVPD basis.

The LUMO energy is -0.086 eV. Its highest occupied orbital energy is -7.90 eV.

Positions of all 16 atoms, in Å:
C: 2.31273 0.04032 -0.08920
C: 0.82930 0.01839 0.07931
C: 0.00780 1.09374 0.22579
C: -1.32840 0.73495 0.63138
C: -1.38335 -0.74416 0.37960
C: 0.05658 -1.26068 0.20538
H: 2.63877 -0.66902 -0.85870
H: 2.68027 1.04040 -0.33686
H: 2.78284 -0.27404 0.85175
H: 0.35628 2.12256 0.14589
H: -2.74114 1.80396 -0.75855
H: -2.89954 1.94351 -1.47785
H: -1.97348 -1.29306 1.12149
H: -1.94897 -0.81678 -0.56384
H: 0.22775 -1.92600 -0.65164
H: 0.38255 -1.81406 1.09606

=====

# 5
This record from the Open Molecules 2025 dataset describes a molecular structure, C6H10AlF2N2O2 at a distorted geometry. The level of theory is the ωB97M-V functional and the def2-TZVPD basis.

As for the net charge: -1. The LUMO energy is 2.957 eV. Its highest occupied orbital energy is -5.31 eV.

Positions of all 23 atoms, in Å:
O: -1.00065 0.08518 -1.09216
C: -1.87711 0.89401 -1.00101
F: -3.18864 0.45074 -0.95161
N: -1.81151 2.24440 -0.88306
Al: -0.10140 3.10434 -1.41865
C: -2.94323 2.91874 -1.31991
O: -3.62854 3.67869 -0.72073
F: -3.23153 2.64922 -2.62619
H: 0.66482 2.20383 -2.50398
H: 0.76804 3.25966 -0.07932
H: -0.51878 4.54894 -2.01362
C: 0.56252 -2.81400 2.13401
C: 1.17062 -2.77484 0.73779
C: 2.38509 -1.84543 0.64456
C: 2.01893 -0.46916 0.97108
N: 1.65223 0.59271 1.22545
H: 0.19754 -1.82996 2.42891
H: -0.28095 -3.50417 2.16698
H: 1.29599 -3.14174 2.87485
H: 0.41806 -2.44605 0.01954
H: 1.48128 -3.78016 0.44306
H: 2.79530 -1.85691 -0.36579
H: 3.17193 -2.16804 1.32981

=====

# 6
This record from the Open Molecules 2025 dataset describes 2 unconnected molecules or ions with the total composition C6H10B2N2 at a distorted geometry. The level of theory is the ωB97M-V functional and the def2-TZVPD basis.

The LUMO energy (alpha / beta) is -1.681 / -0.623 eV. Its highest occupied orbital energy (alpha / beta) is -8.33 / -8.24 eV.

Positions of all 20 atoms, in Å:
B: -1.98289 1.05227 3.17456
B: 1.62610 -0.60706 -3.48469
C: -1.07295 -0.57122 -0.02093
C: 0.59229 0.45987 1.36829
C: -0.13015 -0.76244 -1.10604
C: 1.42136 0.41984 0.28944
C: -0.76159 0.05461 1.20480
C: 1.09297 -0.19767 -0.99489
N: -1.67964 0.28685 2.10365
N: 1.89814 -0.26739 -2.15894
H: -2.96848 1.02477 3.90901
H: -1.14942 1.99116 3.25285
H: 2.71365 -0.75718 -3.95083
H: 0.62755 -0.85238 -4.02046
H: -2.00222 -1.04497 -0.07294
H: 0.95260 0.89390 2.29748
H: -0.28207 -1.19832 -2.07175
H: 2.38707 0.78557 0.48169
H: -3.21236 -1.21530 1.61905
H: 2.84901 -0.19685 -1.76646

=====

# 7
This record from the Open Molecules 2025 dataset describes a gas-phase ion, C6H10BrN4 (charge +1) at a distorted geometry. The level of theory is the ωB97M-V functional and the def2-TZVPD basis.

Its SMILES is [H]/N=C(\C)[NH+]=C=NN/C(C)=C/Br. As for the net charge: +1. The LUMO energy is -4.096 eV. Its highest occupied orbital energy is -12.18 eV.

Positions of all 21 atoms, in Å:
H: 1.04992 -2.25416 -1.96834
N: 0.88692 -1.50481 -1.36211
C: 1.97229 -0.98141 -0.95149
C: 3.38141 -1.30912 -1.27570
N: 1.89040 0.15357 -0.05704
C: 0.77192 0.38830 0.52006
N: -0.12029 0.42046 1.32194
N: -1.31633 0.84119 1.69123
C: -2.38592 1.05016 0.79881
C: -3.76357 0.89965 1.41094
C: -2.22091 1.50490 -0.47539
Br: -3.51507 1.69790 -1.86950
H: 3.54895 -1.23085 -2.28650
H: 4.00056 -0.67989 -0.76140
H: 3.50452 -2.35215 -1.06330
H: 2.58060 0.86786 -0.43369
H: -1.51582 0.34027 2.51467
H: -4.08235 1.95509 1.74611
H: -4.43687 0.47365 0.63725
H: -3.66613 0.43840 2.33190
H: -1.24845 1.62866 -0.86892

=====

# 8
This record from the Open Molecules 2025 dataset describes a single C6H10BrNO3 molecule at a distorted geometry. The level of theory is the ωB97M-V functional and the def2-TZVPD basis.

Its SMILES is COC1(OC)CNC(=O)[C@@H]1Br. The LUMO energy is 0.633 eV. Its highest occupied orbital energy is -9.63 eV.

Positions of all 21 atoms, in Å:
C: 2.00724 0.29549 0.93308
O: 0.56634 0.26414 0.85550
C: -0.07216 0.49514 -0.36348
O: 0.12217 -0.51691 -1.33316
C: 0.07403 -1.85923 -0.91684
C: -1.59982 0.67755 -0.05207
N: -2.00751 1.49691 -1.20863
C: -1.03686 2.18220 -1.85534
O: -1.14656 2.95305 -2.78621
C: 0.29017 1.87220 -1.22256
Br: 1.75482 1.37434 -2.42822
H: 2.19156 -0.07412 1.96981
H: 2.27398 1.37954 0.85242
H: 2.33625 -0.23155 0.04548
H: -0.58564 -1.86636 0.03620
H: 0.99430 -2.21656 -0.72390
H: -0.44931 -2.45376 -1.72307
H: -2.28515 -0.33318 -0.13910
H: -1.62564 1.24146 0.90147
H: -2.97717 1.69471 -1.38022
H: 0.62035 2.64463 -0.63832

=====

# 9
This record from the Open Molecules 2025 dataset describes a molecular structure, C6H10Cl2MgO4 at a distorted geometry. The level of theory is the ωB97M-V functional and the def2-TZVPD basis.

The LUMO energy is -1.327 eV. Its highest occupied orbital energy is -8.99 eV.

Positions of all 23 atoms, in Å:
Mg: 0.56545 -1.70059 -1.83956
C: 2.28402 1.41386 -1.60536
C: 1.17466 1.19600 -2.61677
O: 0.66247 2.11306 -3.19897
O: 0.80063 -0.06165 -2.76660
H: 2.36705 2.48011 -1.39387
H: 3.24342 1.10543 -2.01856
H: 2.03474 0.92675 -0.66345
C: 0.40088 -2.49612 1.85807
C: 0.43820 -2.05197 0.45137
O: -0.61969 -1.98797 -0.25860
O: 1.55229 -1.81766 -0.11839
H: 1.25625 -2.05931 2.36422
H: 0.41095 -3.58272 1.88951
H: -0.51494 -2.13681 2.32493
Cl: -0.01104 1.11538 1.59228
C: -1.80271 1.01835 1.67736
C: -2.41760 0.99762 0.31291
Cl: -2.15272 2.52063 -0.57250
H: -2.13055 1.86915 2.26573
H: -2.03602 0.09337 2.20131
H: -3.49400 0.85380 0.40611
H: -2.01175 0.19128 -0.29117

=====

# 10
This record from the Open Molecules 2025 dataset describes 3 unconnected molecules or ions with the total composition C6H10Cl4O2 at a distorted geometry. The level of theory is the ωB97M-V functional and the def2-TZVPD basis.

As for the net charge: +1. As for the multiplicity: 2. The LUMO energy (alpha / beta) is -4.728 / -9.872 eV. Its highest occupied orbital energy (alpha / beta) is -13.57 / -13.53 eV.

Positions of all 22 atoms, in Å:
O: 0.46275 -2.26354 0.07706
C: -0.14852 -1.68048 0.97199
O: -0.08844 -2.05125 2.23324
C: -0.72087 -1.17900 3.03242
C: -1.73399 -0.33457 2.16339
C: -1.02155 -0.46672 0.78282
H: 0.02293 -0.51648 3.47508
H: -1.28509 -1.66193 3.83025
H: -1.65668 0.73762 2.34375
H: -2.75304 -0.71343 2.08516
H: -0.49311 0.35065 0.29214
H: -1.80225 -0.75892 0.08053
C: 0.19283 3.02591 -1.23024
Cl: -1.14134 1.93643 -2.02166
Cl: 1.15987 3.75880 -2.38670
H: -0.41379 3.76231 -0.70316
H: 0.75230 2.34169 -0.59232
C: 2.03387 -0.88658 -2.93493
Cl: 2.50168 0.63343 -2.00250
Cl: 3.36050 -1.92325 -3.45607
H: 1.39441 -1.46667 -2.26958
H: 1.37746 -0.64409 -3.77065

=====

# 11
This record from the Open Molecules 2025 dataset describes a molecular structure, C6H10CoO3 at a distorted geometry. The level of theory is the ωB97M-V functional and the def2-TZVPD basis.

As for the net charge: +1. As for the multiplicity: 5. The LUMO energy (alpha / beta) is -3.207 / -5.015 eV. Its highest occupied orbital energy (alpha / beta) is -11.14 / -14.43 eV.

Positions of all 20 atoms, in Å:
O: -0.86032 2.27289 -0.71762
Co: 0.62077 3.76987 -1.31055
O: 1.28504 2.20435 -0.21588
C: 0.11588 1.85737 -0.06918
O: -0.13999 0.57448 0.47812
C: 0.99003 -0.36224 0.70262
H: 0.63246 -0.95514 1.54945
H: 1.82670 0.29121 0.95768
C: 1.25398 -1.18564 -0.51149
C: 2.38983 -1.09587 -1.20266
H: 0.48845 -1.91207 -0.79751
H: 2.58176 -1.74905 -2.05493
H: 3.14142 -0.33868 -0.96840
C: -1.63505 0.15041 0.05472
C: -2.09325 -0.84918 1.08509
H: -2.38782 0.93463 -0.03529
H: -1.47501 -0.30220 -0.92989
H: -2.11430 -0.40927 2.08947
H: -3.12087 -1.12519 0.81495
H: -1.49970 -1.77066 1.08130

=====

# 12
This record from the Open Molecules 2025 dataset describes 2 unconnected molecules or ions with the total composition C6H10F2N2 at a distorted geometry. The level of theory is the ωB97M-V functional and the def2-TZVPD basis.

Its SMILES is [H]/N=C\C(C)(F)F.CC=C=N. The LUMO energy is 0.693 eV. Its highest occupied orbital energy is -8.60 eV.

Positions of all 20 atoms, in Å:
H: -1.06722 1.62472 -0.73677
N: -1.49958 1.35239 0.08832
C: -0.83993 1.32092 1.14916
C: 0.63821 1.58168 1.48145
C: 1.75450 1.31283 0.54019
F: 0.82796 0.79746 2.63425
F: 0.78711 2.93228 1.86757
H: -1.31875 0.98435 2.06517
H: 2.65493 1.28123 1.25411
H: 1.97503 2.07554 -0.18669
H: 1.64609 0.33131 0.22543
C: -1.90222 -1.02061 -1.32951
C: -0.37704 -1.34835 -1.20406
C: 0.31154 -2.44081 -1.08038
N: 1.09788 -3.37539 -1.17143
H: -2.24015 -2.03731 -1.28518
H: -1.93042 -0.59193 -2.33556
H: -2.19661 -0.32915 -0.53726
H: 0.26178 -0.43276 -1.08240
H: 1.41692 -4.01841 -0.35640

=====

# 13
This record from the Open Molecules 2025 dataset describes 2 unconnected molecules or ions with the total composition C6H10F2NOP at a distorted geometry. The level of theory is the ωB97M-V functional and the def2-TZVPD basis.

Its SMILES is O=CN1CCCC1.FC(F)=P. The LUMO energy is 0.091 eV. Its highest occupied orbital energy is -8.94 eV.

Positions of all 21 atoms, in Å:
O: 0.91208 2.08084 -1.00439
C: 0.68490 1.02718 -0.50619
N: -0.46466 0.31536 -0.52397
C: -1.74178 0.91207 -0.56024
C: -2.64651 0.20467 0.57387
C: -1.65468 -0.77839 1.21422
C: -0.48975 -0.96818 0.23283
H: 1.32154 1.01930 0.20034
H: -1.99743 0.96537 -1.55553
H: -1.61378 1.94889 -0.15902
H: -3.52032 -0.29181 0.08956
H: -2.90081 1.02801 1.36152
H: -1.35900 -0.40898 2.29833
H: -1.93342 -1.77315 1.33796
H: 0.48060 -1.06252 0.81738
H: -0.59497 -1.52641 -0.62473
F: 3.07417 -2.30579 -0.51658
C: 3.36920 -1.01228 -0.74242
F: 3.39267 -0.62309 -2.03096
P: 3.69055 0.09733 0.51266
H: 3.99141 1.15158 -0.41463

=====

# 14
This record from the Open Molecules 2025 dataset describes a single C6H10F3P molecule at a distorted geometry. The level of theory is the ωB97M-V functional and the def2-TZVPD basis.

Its SMILES is CCP(CC)C(F)=C(F)F. The LUMO energy is 0.841 eV. Its highest occupied orbital energy is -8.88 eV.

Positions of all 20 atoms, in Å:
C: -2.10251 -1.64576 0.32734
C: -0.76565 -1.67726 -0.27651
P: 0.32638 -0.32893 0.48205
C: -0.57771 1.17176 -0.06534
C: -0.16023 2.52830 0.62628
C: 1.82938 -0.39863 -0.70298
F: 1.78598 -0.85641 -1.99571
C: 2.95750 -0.25013 -0.10393
F: 3.06513 0.11737 1.15745
F: 4.14238 -0.15275 -0.71998
H: -2.69691 -2.47586 -0.10097
H: -2.08513 -1.77043 1.41400
H: -2.64725 -0.78082 0.05274
H: -0.79754 -1.44577 -1.34107
H: -0.21485 -2.69526 -0.15671
H: -0.48028 1.22179 -1.19659
H: -1.49173 0.84714 0.23719
H: -0.24776 3.41757 -0.00836
H: -0.84132 2.63625 1.54851
H: 1.00213 2.53782 0.82261